{"formula": "C7H6", "method": "ωB97M-V/def2-TZVPD", "symbols": ["C", "C", "C", "C", "C", "C", "C", "H", "H", "H", "H", "H", "H"], "coordinates": [[2.27439, 0.27292, -0.70599], [1.51060, -0.80492, -0.60891], [0.31937, 0.14327, 0.79091], [-0.71257, -0.32484, 0.11966], [1.69437, 1.10940, 0.37873], [0.36926, -1.26270, 0.11190], [-2.07967, -0.14321, -0.43240], [2.23366, 1.17162, 1.29126], [1.27720, 2.00054, 0.10591], [0.19187, -2.26616, 0.44947], [-1.97423, 0.85584, -1.00247], [-2.66265, 0.28455, 0.50141], [-2.44159, -1.03629, -0.99947]], "forces_ev_per_a": [[-2.6, -1.0, 2.3], [2.1, -3.8, -4.5], [1.0, 2.6, 0.3], [-0.7, 1.0, -0.4], [-1.4, -1.9, 2.0], [1.0, -0.1, -0.7], [0.3, 2.7, 1.5], [0.9, 0.4, 0.6], [-1.1, 2.5, -0.6], [0.7, -0.3, 0.7], [-0.5, -1.8, 0.1], [0.4, -1.5, -1.9], [0.0, 1.1, 0.7]], "relative_energy_kcal_mol": 86.5, "lumo_ha": [0.0172, -0.0686], "gap_ev": [6.7164, 6.5272], "homo_ev": [-6.25, -8.39], "multiplicity": 3}

=====

{"formula": "C7H68N3O26S2", "method": "ωB97M-V/def2-TZVPD", "symbols": ["C", "C", "S", "C", "N", "C", "N", "N", "C", "C", "C", "S", "H", "H", "H", "H", "H", "H", "H", "H", "H", "H", "H", "H", "H", "H", "H", "H", "O", "H", "H", "O", "H", "H", "O", "H", "H", "O", "H", "H", "O", "H", "H", "O", "H", "H", "O", "H", "H", "O", "H", "H", "O", "H", "H", "O", "H", "H", "O", "H", "H", "O", "H", "H", "O", "H", "H", "O", "H", "H", "O", "H", "H", "O", "H", "H", "O", "H", "H", "O", "H", "H", "O", "H", "H", "O", "H", "H", "O", "H", "H", "O", "H", "H", "O", "H", "H", "O", "H", "H", "O", "H", "H", "O", "H", "H"], "coordinates": [[4.05237, -0.18963, -2.46665], [2.82431, -0.56719, -1.53622], [1.23098, 0.00144, -2.33344], [-0.05525, 0.20610, -0.99008], [-1.43439, 0.08700, -1.49566], [-1.99683, 1.18603, -2.18338], [-1.49518, 2.39128, -2.45895], [-3.30586, 0.71690, -2.59926], [-3.32074, -0.77909, -2.54571], [-4.33854, -1.27928, -1.44766], [-1.78291, -1.05670, -2.36565], [-1.19983, -2.73236, -1.90387], [4.97022, -0.21331, -1.82110], [3.90981, 0.80709, -2.96298], [4.19162, -0.96244, -3.26692], [2.92431, -0.06553, -0.52302], [2.85284, -1.69090, -1.41223], [0.14305, -0.63581, -0.26298], [0.15463, 1.15316, -0.43450], [-1.29911, 3.12820, -1.77117], [-1.36375, 2.63931, -3.43918], [-3.95880, 1.16371, -1.94198], [-3.62290, -1.30431, -3.49159], [-5.27232, -0.65027, -1.48144], [-4.58763, -2.36833, -1.57086], [-3.89650, -1.12789, -0.42124], [-1.29547, -0.78703, -3.34603], [-1.17826, -3.41815, -3.11405], [2.58503, 0.78320, 1.56788], [1.95248, 0.76604, 2.29535], [3.43971, 0.91733, 2.00513], [0.91456, -2.30019, 2.41030], [1.46258, -1.57870, 2.08145], [0.32036, -2.49542, 1.67933], [1.03336, -4.79574, -0.50130], [0.44463, -5.56267, -0.51568], [0.44394, -4.05375, -0.33314], [7.02090, -0.19480, -1.03937], [7.92959, 0.07930, -0.88344], [7.07150, -1.15483, -1.06630], [-0.12379, 5.07952, -1.64840], [-0.15700, 6.04333, -1.57333], [0.73913, 4.90617, -2.04518], [9.22569, -1.62150, -0.34080], [9.01498, -2.19349, 0.40632], [9.27487, -2.22593, -1.09017], [5.37556, 2.12271, 2.99848], [5.31550, 3.08613, 3.04956], [6.23714, 1.96394, 2.59743], [-3.11860, -5.61924, -0.54060], [-3.09335, -5.28674, 0.36415], [-2.66068, -4.94533, -1.05400], [5.35084, -2.60815, 0.19054], [4.76747, -3.37839, 0.19238], [4.75615, -1.86202, 0.33436], [3.54723, -2.43495, -4.86885], [2.89953, -1.83795, -4.48059], [3.03011, -2.97259, -5.48601], [5.25742, -3.58971, 2.97444], [4.38472, -3.36196, 3.31196], [5.22284, -3.34573, 2.03805], [-2.76164, 4.86576, -4.42893], [-2.31603, 4.22610, -3.86662], [-3.45354, 4.35622, -4.86642], [-6.02753, -0.35387, 1.15860], [-6.62317, -1.11042, 1.14971], [-6.60800, 0.39569, 1.32723], [2.12744, 5.28528, 0.78920], [2.76022, 4.55969, 0.75192], [1.50427, 5.08267, 0.08441], [-1.39760, 6.44844, 1.11022], [-0.61338, 6.44987, 1.67200], [-1.40350, 5.56884, 0.72007], [-4.90753, -3.18628, 2.47850], [-4.86702, -2.86067, 3.38976], [-4.44975, -2.50997, 1.96867], [4.68486, 5.25667, 2.95395], [3.88608, 5.14666, 2.42885], [4.45963, 5.96233, 3.57370], [-5.26266, -2.70364, 5.42867], [-6.04918, -3.25995, 5.46614], [-4.67794, -3.07806, 6.09961], [-8.33559, 0.72153, 0.10090], [-9.18022, 0.40338, 0.44554], [-8.36914, 0.50612, -0.83709], [1.13812, -5.82835, -3.36716], [1.16954, -5.51840, -2.45319], [1.60508, -5.14254, -3.85723], [-9.83077, 1.64943, 2.24939], [-9.78976, 1.97478, 3.15586], [-9.36972, 2.32380, 1.73777], [-12.13137, -0.53651, 3.06053], [-11.56778, 0.18189, 2.75223], [-12.72880, -0.69926, 2.32368], [6.01773, 8.18111, 2.89723], [6.93223, 8.44731, 3.03949], [6.06043, 7.22042, 2.85988], [1.67755, -4.44456, -6.31031], [1.20433, -5.20811, -5.96032], [1.49099, -4.46741, -7.25521], [7.92387, 6.29765, 4.41418], [7.14504, 5.73386, 4.46950], [8.51331, 5.94606, 5.08986], [-3.02151, -4.30805, 5.21948], [-2.45631, -3.59118, 4.91288], [-3.61639, -4.47000, 4.47770]], "forces_ev_per_a": [[-0.5, -0.3, 0.1], [0.7, -0.1, 0.6], [0.1, 0.1, 0.0], [1.5, -0.9, 0.9], [2.1, 2.9, -0.9], [-2.4, -4.5, 1.3], [0.0, 0.7, 0.7], [2.4, 0.6, -0.2], [-0.6, -1.2, 0.4], [0.8, 0.3, 0.4], [-1.0, 0.1, -1.6], [-0.3, 0.0, 0.1], [-0.8, 0.3, -0.7], [0.3, -0.8, 0.7], [-0.1, 0.8, 0.8], [-0.3, -0.6, -1.3], [-0.4, 1.2, 0.0], [-0.5, 0.9, -0.7], [-0.7, -0.7, -0.6], [0.5, -0.5, -0.3], [-0.5, -0.2, 0.4], [-0.2, 0.1, -0.8], [0.2, 1.2, 0.5], [0.9, -0.8, -0.1], [0.2, 1.1, 0.0], [-0.5, -0.1, -0.9], [-0.4, -0.8, 0.7], [0.0, 1.1, 0.7], [-0.1, -0.2, 0.2], [0.1, 0.1, 0.0], [0.1, 0.2, 0.0], [0.0, 0.2, -0.2], [0.2, 0.0, 0.0], [0.0, -0.1, 0.1], [-0.2, -0.2, -0.2], [0.1, -0.1, 0.3], [0.1, 0.0, 0.0], [-0.5, 0.3, -0.2], [0.0, -0.2, 0.1], [0.1, 0.0, 0.2], [0.3, -0.2, 0.1], [-0.3, 0.0, 0.0], [-0.1, 0.0, -0.1], [0.1, -0.4, 0.0], [0.0, 0.1, 0.1], [0.2, 0.0, 0.0], [-0.1, 0.0, -0.2], [-0.1, 0.1, 0.1], [0.0, -0.1, 0.0], [0.2, 0.1, 0.0], [-0.1, -0.1, 0.0], [-0.1, 0.0, 0.0], [-0.3, -0.1, 0.1], [0.1, 0.0, -0.3], [0.2, 0.1, 0.0], [-0.3, -0.1, 0.0], [0.0, 0.0, -0.1], [0.1, -0.1, 0.0], [-0.2, 0.0, -0.1], [0.1, -0.1, 0.1], [0.3, 0.1, 0.3], [0.0, -0.2, 0.0], [-0.2, 0.3, 0.1], [0.0, 0.1, 0.0], [0.5, -0.1, 0.1], [0.0, 0.0, 0.1], [-0.1, -0.1, -0.2], [0.1, -0.2, 0.1], [0.0, -0.1, -0.1], [-0.2, 0.1, 0.0], [0.2, -0.1, -0.1], [0.0, 0.1, 0.0], [0.0, 0.0, 0.0], [0.3, 0.0, -0.1], [-0.2, 0.1, 0.2], [-0.1, 0.1, 0.0], [0.1, -0.1, 0.2], [0.0, 0.2, 0.0], [-0.1, -0.1, 0.0], [-0.3, 0.0, -0.1], [-0.1, 0.1, 0.0], [0.2, -0.1, -0.2], [-0.4, 0.0, -0.3], [0.1, 0.1, 0.2], [0.1, 0.0, 0.0], [-0.2, 0.2, -0.2], [0.2, 0.1, 0.0], [0.2, 0.0, 0.1], [0.0, 0.1, 0.2], [-0.1, -0.1, 0.0], [0.0, -0.1, -0.1], [0.1, 0.0, -0.1], [0.0, 0.0, 0.0], [0.0, 0.0, 0.1], [-0.1, 0.0, 0.0], [0.0, 0.0, 0.1], [0.1, 0.0, -0.2], [-0.2, 0.0, 0.0], [0.0, -0.1, 0.0], [0.1, 0.1, 0.0], [-0.1, -0.1, 0.0], [0.0, 0.0, 0.0], [0.1, 0.1, 0.0], [0.2, -0.1, 0.0], [0.1, -0.1, 0.0], [0.0, 0.0, 0.0]], "lumo_ha": -0.1796, "gap_ev": 7.1180, "homo_ev": -12.00, "total_charge": 1}

=====

{"formula": "C7H6AuNO6", "method": "ωB97M-V/def2-TZVPD", "symbols": ["O", "C", "Au", "O", "C", "C", "O", "C", "O", "C", "O", "H", "C", "C", "N", "O", "H", "H", "H", "H", "H"], "coordinates": [[-3.38574, 3.96415, 1.14292], [-2.57536, 3.24544, 0.73289], [-0.15259, 0.29926, -0.00630], [-2.46281, 0.23745, 2.22948], [-1.71396, 0.37763, 1.37187], [1.17049, 0.87951, -1.53804], [2.10231, 0.65494, -2.20273], [1.14434, 1.20366, 1.34270], [1.92084, 1.39245, 2.16895], [-1.57158, -0.08903, -1.54027], [-2.28112, -0.60640, -2.28147], [-0.34300, 1.86043, -0.75732], [1.17163, -4.31234, 0.56653], [0.79762, -2.97408, -0.00653], [0.77803, -2.89856, -1.34210], [0.51670, -1.98445, 0.70495], [1.38189, -5.07024, -0.20838], [0.31472, -4.63097, 1.17693], [2.07008, -4.13999, 1.17590], [0.53629, -2.03627, -1.83040], [1.03280, -3.76015, -1.80208]], "forces_ev_per_a": [[3.3, -2.8, -1.7], [-3.3, 2.8, 1.7], [-0.4, -0.1, 0.2], [2.8, 0.7, -3.3], [-3.7, -1.2, 4.5], [6.5, -2.6, -4.3], [-4.5, 1.8, 2.9], [4.3, 0.3, 4.5], [-3.2, -0.4, -3.4], [-3.3, -3.3, -3.4], [2.6, 2.3, 2.7], [-0.8, 1.9, -0.2], [-0.1, 0.3, 0.1], [-0.1, 0.2, -0.8], [0.0, -0.1, 0.5], [-0.2, 0.6, 0.1], [-0.1, 0.4, 0.4], [0.5, -0.1, 0.1], [-0.4, -0.3, 0.1], [0.3, -0.8, 0.1], [-0.1, 0.4, -0.7]], "relative_energy_kcal_mol": 48.2, "lumo_ha": [-0.3518, -0.4243], "gap_ev": [7.0232, 6.6147], "homo_ev": [-16.60, -18.16], "total_charge": 2, "multiplicity": 3}

=====

{"formula": "C7H6AuO6", "method": "ωB97M-V/def2-TZVPD", "symbols": ["O", "C", "Au", "O", "C", "C", "O", "C", "O", "C", "O", "C", "C", "O", "H", "H", "H", "H", "H", "H"], "coordinates": [[-0.01259, 2.81097, -1.22666], [-0.01328, 1.67256, -1.22887], [-0.01977, -0.35520, -1.35620], [-0.01487, -0.34137, -4.36886], [-0.01367, -0.33962, -3.23620], [-0.01668, -2.35147, -1.21738], [-0.01784, -3.48990, -1.22254], [-2.02194, -0.33781, -1.21199], [-3.15996, -0.34042, -1.22180], [1.98642, -0.34185, -1.21104], [3.13092, -0.34357, -1.22220], [-0.12437, 0.48491, 2.95807], [-0.01315, 0.82683, 1.52617], [-0.06188, -0.50857, 0.91811], [-1.05172, -0.04408, 3.15545], [-0.12879, 1.42003, 3.47485], [0.72170, -0.10912, 3.28595], [-0.89124, 1.35995, 1.14484], [0.91802, 1.31947, 1.23357], [0.80465, -0.99173, 1.02672]], "forces_ev_per_a": [[0.0, -3.6, -0.2], [0.0, 7.3, 0.5], [0.0, 0.2, 2.7], [0.0, 0.0, 3.0], [0.0, 0.0, -9.8], [-0.1, -7.8, 0.6], [0.0, 3.7, -0.1], [-7.6, 0.0, 0.7], [3.7, 0.0, -0.1], [8.2, 0.1, 0.7], [-4.3, 0.0, -0.1], [-0.1, -0.3, 0.4], [0.0, 0.3, 0.2], [0.9, -1.0, -0.9], [-0.1, 0.0, 0.1], [0.0, 0.7, 0.8], [0.2, 0.0, 0.3], [0.1, -0.1, 0.1], [0.0, 0.0, 0.2], [-0.8, 0.5, 0.8]], "relative_energy_kcal_mol": 72.0, "lumo_ha": [-0.4972, -0.6039], "gap_ev": [9.4621, 7.3115], "homo_ev": [-22.99, -23.74], "total_charge": 3, "multiplicity": 3}

=====

{"formula": "C7H6Br3IO", "method": "ωB97M-V/def2-TZVPD", "symbols": ["C", "C", "C", "C", "C", "C", "C", "O", "Br", "Br", "Br", "I", "H", "H", "H", "H", "H", "H"], "coordinates": [[0.79022, -1.35951, 2.98718], [1.05131, -1.18152, 1.64033], [-0.34502, -0.50350, 3.28797], [0.14598, -0.12789, 0.90686], [-0.67447, 0.27792, 2.07627], [-0.64547, -0.73384, -0.20823], [1.00548, 1.02561, 0.46329], [-0.87550, -0.39528, 4.35412], [1.64601, -2.32810, 4.32656], [2.34582, -2.06437, 0.71096], [-2.08577, 1.40065, 1.86443], [4.90593, 0.50960, 2.04013], [-1.11901, -1.55449, 0.35595], [-0.06860, -1.33146, -0.93579], [-1.27537, -0.01686, -0.55914], [1.38480, 1.54945, 1.28693], [0.31133, 1.55772, -0.23370], [1.86323, 0.73581, -0.08005]], "forces_ev_per_a": [[0.7, 0.4, -3.1], [-1.0, 0.0, 2.1], [-0.5, 1.4, -0.4], [2.3, -1.0, 1.5], [0.1, -1.0, 0.1], [1.6, -3.8, 1.9], [-1.6, 0.1, -1.5], [-0.9, 0.1, 1.4], [-0.1, 0.1, -0.5], [0.9, -0.4, -0.5], [-0.4, 0.3, 0.3], [-0.1, -0.1, 0.0], [-1.0, 0.3, -0.7], [0.1, 1.1, -0.1], [-2.0, 1.6, -1.5], [0.1, 1.3, 1.1], [1.0, 0.5, 0.7], [0.8, -0.7, -0.9]], "relative_energy_kcal_mol": 22.8, "lumo_ha": [-0.0552, -0.1223], "gap_ev": [7.9875, 5.3700], "homo_ev": [-9.49, -8.70]}

=====

{"formula": "C7H6BrClF2N3", "method": "ωB97M-V/def2-TZVPD", "symbols": ["C", "C", "C", "C", "C", "C", "C", "N", "N", "N", "F", "F", "Cl", "Br", "H", "H", "H", "H", "H", "H"], "coordinates": [[1.51349, -0.59285, 1.49146], [0.65404, 0.48775, 1.14601], [0.65075, -1.75425, -0.46506], [1.47741, -1.74551, 0.66942], [-0.10980, 0.41592, -0.02117], [-0.50141, -0.61920, -2.14420], [1.04326, 0.04720, -3.14523], [-1.50299, -0.76382, -2.75163], [-0.08717, -0.72980, -0.78996], [-0.79444, 1.48932, -0.47859], [2.16822, -0.49184, -2.75966], [0.72265, -0.17009, -4.35521], [1.25380, 1.71433, -2.59468], [2.67256, -3.22491, 0.92301], [2.13319, -0.41555, 2.37394], [0.84948, 1.49014, 1.57830], [0.52076, -2.56784, -1.17455], [-2.46254, -0.98776, -2.55146], [-1.07617, 2.33889, -0.08486], [-1.27357, 1.34784, -1.29474]], "forces_ev_per_a": [[-1.7, 1.2, -0.8], [1.9, -0.8, 0.0], [2.1, -2.2, 1.7], [0.0, -0.4, -0.6], [-0.1, 1.4, 0.6], [5.3, 1.5, -1.4], [-3.0, 0.1, 4.0], [-2.7, -0.1, -2.3], [-1.3, 3.1, 1.3], [0.6, -1.9, 0.5], [0.7, -1.8, -0.3], [0.1, 0.1, -1.5], [-0.3, 0.6, -1.0], [-0.7, 0.7, 0.0], [0.1, -0.6, -0.5], [-0.6, -0.9, 0.0], [0.7, -0.2, 0.4], [-0.1, -0.3, 0.7], [0.3, 1.0, 1.6], [-1.3, -0.3, -2.4]], "lumo_ha": -0.1689, "gap_ev": 8.3495, "homo_ev": -12.95, "total_charge": 1}

=====

{"formula": "C7H6BrF3S", "method": "ωB97M-V/def2-TZVPD", "symbols": ["F", "C", "F", "C", "C", "C", "C", "F", "S", "C", "C", "Br", "H", "H", "H", "H", "H", "H"], "coordinates": [[-1.87117, 0.90495, 0.87092], [-1.36274, -0.13750, 1.57305], [-0.97620, 0.29214, 2.80696], [-0.24295, -0.80301, 0.82709], [1.01261, 0.07208, 1.00535], [1.77684, 0.45588, -0.00729], [1.23025, 0.43604, -1.36913], [2.33681, 0.33470, -2.19801], [0.24493, 2.26382, -1.95562], [0.04854, -0.48976, -1.63636], [-0.58882, -1.05804, -0.60767], [-2.13657, -2.27125, -0.87383], [-2.25739, -0.90436, 1.71356], [-0.12393, -1.67690, 1.47693], [1.19263, 0.19350, 2.03699], [2.76118, 0.89402, 0.12459], [-0.83313, 1.93008, -1.08631], [-0.21087, -0.43639, -2.70121]], "forces_ev_per_a": [[0.2, 0.5, 0.2], [-3.3, -1.8, 0.1], [0.0, 0.0, -0.4], [0.9, 1.2, 0.4], [-0.8, -1.5, -1.0], [-0.7, 0.7, 0.6], [-0.8, 1.2, -0.6], [-1.3, -0.2, -0.4], [0.1, -2.2, 1.9], [1.0, 0.5, 0.1], [-0.4, -0.7, -0.6], [1.1, 1.0, 0.1], [1.7, 1.6, -0.1], [0.4, -0.5, -0.6], [0.9, 0.3, 0.9], [-0.3, 0.2, 0.0], [1.4, 0.5, -1.1], [-0.3, -0.8, 0.6]], "relative_energy_kcal_mol": 39.5, "smiles": "FC(F)[C@@H]1C=C[C@](F)(S)C=C1Br", "lumo_ha": -0.0099, "gap_ev": 9.0236, "homo_ev": -9.29}

=====

{"formula": "C7H6BrNOS", "method": "ωB97M-V/def2-TZVPD", "symbols": ["C", "C", "C", "C", "C", "C", "C", "N", "O", "S", "Br", "H", "H", "H", "H", "H", "H"], "coordinates": [[-2.36329, 0.81943, -0.47192], [-2.03173, -0.12825, -1.45928], [-1.50748, 1.09680, 0.54572], [-0.82996, -0.78378, -1.38393], [-0.21616, 0.47387, 0.67041], [0.04855, -0.52337, -0.33325], [2.80910, -0.76314, 0.12889], [0.65869, 0.76358, 1.58020], [3.70556, -1.13085, 1.04166], [1.36575, -1.64470, -0.11199], [2.98606, 1.00494, -0.44543], [-3.31382, 1.33073, -0.53766], [-2.73094, -0.34440, -2.25040], [-1.75276, 1.83932, 1.29360], [-0.54545, -1.51783, -2.12317], [0.31864, 1.39617, 2.29419], [3.39925, -1.88852, 1.56237]], "forces_ev_per_a": [[0.0, 0.2, 0.3], [0.2, -0.3, -0.2], [-0.3, 0.2, 0.0], [-0.3, 0.0, -0.3], [-0.3, 0.2, 0.0], [0.9, -0.6, 0.4], [-0.6, 0.8, 0.3], [0.8, -0.3, 0.3], [0.2, 0.0, -0.1], [-0.2, 0.1, -0.3], [0.2, -0.5, 0.1], [0.0, 0.1, 0.1], [0.0, 0.0, -0.1], [-0.1, 0.1, 0.0], [-0.1, -0.1, -0.1], [-0.3, 0.1, -0.1], [-0.1, 0.1, -0.1]], "relative_energy_kcal_mol": 53.8, "lumo_ha": [-0.0118, -0.0574], "gap_ev": [7.1345, 5.1126], "homo_ev": [-7.46, -6.67]}